# 1
{"formula": "C5H7N", "method": "ωB97M-V/def2-TZVPD", "symbols": ["C", "N", "C", "C", "C", "C", "H", "H", "H", "H", "H", "H", "H"], "xyz": [[-0.110, -1.888, 0.137], [-0.024, -0.427, 0.163], [0.453, 0.511, 1.076], [0.386, 1.753, 0.487], [-0.156, 1.587, -0.813], [-0.385, 0.251, -0.971], [-0.864, -2.302, 0.815], [0.849, -2.385, 0.310], [-0.421, -2.159, -0.879], [0.725, 0.315, 2.107], [0.687, 2.695, 0.930], [-0.373, 2.350, -1.545], [-0.767, -0.301, -1.817]], "forces_ev_per_a": [[0.0237, -0.0483, 0.0950], [-0.0116, 0.2285, -0.1976], [-0.1737, -0.1379, -0.0740], [-0.0575, -0.0308, 0.0242], [-0.0186, 0.0544, -0.0673], [-0.0162, -0.0108, -0.1470], [0.1716, 0.2668, 0.1058], [-0.0599, 0.2678, 0.1597], [0.0811, 0.0490, 0.2873], [0.0348, -0.4466, -0.3556], [-0.0873, -0.2767, 0.0505], [0.0959, -0.0328, 0.0829], [0.0176, 0.1173, 0.0362]], "homo_energy_ev": -8.2, "e_tot_ha": -249.45442, "relative_energy_kj_mol": 49.41, "multiplicity": 1, "smiles": "Cn1cccc1", "e_lumo_ev": 1.034}

---

# 2
{"formula": "C5H7N", "method": "ωB97M-V/def2-TZVPD", "symbols": ["N", "C", "C", "C", "C", "C", "H", "H", "H", "H", "H", "H", "H"], "xyz": [[2.134, -0.881, 1.499], [1.290, -0.450, 0.743], [1.067, 0.254, -0.608], [-0.378, 0.610, -0.181], [-0.141, -0.580, 1.152], [-1.442, 0.316, -1.019], [1.084, -0.478, -1.425], [1.720, 1.092, -0.864], [-0.456, 1.550, 0.370], [-0.468, -0.216, 2.123], [-0.616, -1.516, 0.839], [-1.399, -0.536, -1.699], [-2.395, 0.835, -0.930]], "forces_ev_per_a": [[1.6627, -0.1851, 0.4796], [-0.4429, -0.0520, -0.6146], [0.1361, -0.0378, 0.4463], [1.1742, -0.5762, 2.0634], [-1.6058, 1.1804, -1.6012], [-1.5718, -0.3115, -1.1514], [-0.0382, 0.1138, 0.1904], [-0.0491, -0.1660, 0.1107], [0.1077, -0.0491, -0.2773], [0.1752, -0.1664, 0.0031], [0.2131, 0.1441, 0.2422], [0.0181, 0.2719, 0.1464], [0.2207, -0.1661, -0.0375]], "homo_energy_ev": [-9.1, -8.0], "e_tot_ha": -249.30142, "relative_energy_kj_mol": 451.12, "multiplicity": 1, "e_lumo_ev": [-0.172, -0.085]}

---

# 3
{"formula": "C5H7N", "method": "ωB97M-V/def2-TZVPD", "symbols": ["C", "C", "C", "C", "C", "N", "H", "H", "H", "H", "H", "H", "H"], "xyz": [[1.014, -0.878, 0.877], [-1.280, 1.047, 0.394], [0.178, -0.876, -0.336], [-0.936, -0.004, -0.574], [1.399, -0.117, -0.955], [2.206, 0.393, -1.612], [0.957, -0.066, 1.588], [1.755, -1.656, 0.979], [0.110, -1.844, -0.838], [-1.369, -0.012, -1.564], [-0.518, 1.844, 0.412], [-1.273, 0.654, 1.424], [-2.244, 1.516, 0.206]], "forces_ev_per_a": [[-0.2959, -0.2778, 1.0087], [0.1154, 0.3008, 0.5993], [2.1125, 0.5002, -1.0917], [-1.0448, 0.1928, 0.1675], [-0.8795, -0.8479, -0.7601], [0.0156, 0.0601, 0.3940], [0.0955, -0.0821, -0.0480], [-0.0520, 0.1045, 0.0905], [0.0834, 0.1001, 0.0305], [-0.0057, -0.0364, 0.0324], [-0.0666, 0.0298, -0.1056], [-0.1336, 0.0053, -0.2337], [0.0559, -0.0496, -0.0837]], "homo_energy_ev": [-8.0, -8.2], "e_tot_ha": -249.30489, "relative_energy_kj_mol": 441.99, "multiplicity": 1, "e_lumo_ev": [-0.003, -0.091]}

---

# 4
{"formula": "C5H7N", "method": "ωB97M-V/def2-TZVPD", "symbols": ["C", "C", "C", "C", "C", "N", "H", "H", "H", "H", "H", "H", "H"], "xyz": [[-1.760, 0.086, -0.762], [-0.346, 0.106, -0.230], [0.083, -0.869, 0.654], [1.522, -0.820, 1.053], [1.916, 0.301, 0.416], [0.593, 0.999, -0.545], [-2.315, 1.019, -0.618], [-1.787, -0.160, -1.834], [-2.299, -0.717, -0.251], [-0.633, -1.024, 1.438], [2.013, -1.612, 1.711], [2.676, 0.998, 0.258], [0.240, 1.703, -1.258]], "forces_ev_per_a": [[0.0084, 0.0616, 0.0749], [-0.1357, -0.9591, 0.6895], [0.0116, -0.2007, 0.9355], [-2.0001, 1.4314, -1.4217], [-1.4537, 1.1789, -1.8918], [0.7686, -1.5507, 1.2777], [0.2171, -0.0223, -0.0053], [0.1468, 0.1067, 0.2188], [0.0614, 0.1928, -0.0823], [-0.4883, -1.4766, 0.0608], [-0.5430, 1.7963, -1.0361], [1.4308, 0.2909, 0.0369], [1.9760, -0.8492, 1.1431]], "homo_energy_ev": -7.5, "e_tot_ha": -249.35154, "relative_energy_kj_mol": 319.53, "multiplicity": 1, "smiles": "Cc1ccc[nH]1", "e_lumo_ev": 1.023}

---

# 5
{"formula": "C5H7N", "method": "ωB97M-V/def2-TZVPD", "symbols": ["N", "C", "C", "C", "C", "C", "H", "H", "H", "H", "H", "H", "H"], "xyz": [[2.273, 1.222, 1.324], [2.009, 0.567, 0.401], [1.230, -0.180, -0.571], [-0.041, 0.202, 0.274], [-1.134, -0.829, 0.420], [-1.355, 0.371, -0.455], [1.487, -1.252, -0.617], [1.285, 0.246, -1.586], [0.508, 0.893, 1.166], [-1.644, -0.884, 1.375], [-1.042, -1.792, -0.086], [-1.404, 0.182, -1.531], [-2.027, 1.155, -0.124]], "forces_ev_per_a": [[1.2492, -0.6153, -1.1457], [2.7930, 0.6534, 0.4718], [0.0922, 0.4390, 0.6091], [-0.0485, 0.4142, 0.6777], [-0.0850, -0.0318, 0.2269], [-0.1086, 0.1927, 0.0859], [-0.1928, 0.4724, 0.2215], [-0.1381, -0.0283, 0.4983], [-4.0606, -1.9202, -2.1431], [0.0141, 0.0529, -0.0974], [0.1794, 0.3061, 0.1967], [0.2504, 0.1700, 0.3494], [0.0554, -0.1052, 0.0488]], "homo_energy_ev": -10.0, "e_tot_ha": -249.35906, "relative_energy_kj_mol": 299.78, "multiplicity": 1, "smiles": "N#CCC1CC1", "e_lumo_ev": 0.973}

---

# 6
{"formula": "C5H7N", "method": "ωB97M-V/def2-TZVPD", "symbols": ["C", "N", "C", "C", "C", "C", "H", "H", "H", "H", "H", "H", "H"], "xyz": [[1.231, 0.149, 0.877], [-0.043, 0.380, 0.265], [-1.324, 0.031, 0.738], [-0.798, -0.734, -0.429], [-0.376, -0.304, -1.726], [0.470, -0.095, -2.563], [1.996, 0.229, 0.090], [1.299, -0.843, 1.337], [1.436, 0.927, 1.618], [-1.302, -0.570, 1.650], [-2.127, 0.754, 0.670], [-0.736, -1.829, -0.288], [1.407, 0.322, -2.853]], "forces_ev_per_a": [[0.1183, -0.2133, 0.2691], [0.0188, -0.4886, 0.5136], [-0.4057, 0.1937, 0.3181], [0.6498, 0.2226, 0.0025], [-0.1500, -0.2915, -1.3329], [-0.2396, 0.1716, 0.2341], [-0.1965, -0.0938, 0.2075], [0.1214, 0.0098, 0.1902], [-0.0435, -0.1178, -0.0455], [-0.4584, -0.1190, -0.0914], [0.0323, 0.1721, 0.0062], [0.6946, 0.6319, 0.4060], [-0.1415, -0.0777, -0.6776]], "homo_energy_ev": -8.8, "e_tot_ha": -249.29131, "relative_energy_kj_mol": 477.64, "multiplicity": 1, "smiles": "C#C[C@@H]1CN1C", "e_lumo_ev": 0.993}